No. 1
Below is a 2-piece molecular cluster, C4H13N2O overall, with properties calculated with wB97M-V/def2-TZVPD.

Properties
HOMO energy in eV: -13.42
Net charge: +1

Last column: Löwdin charge in e.
Cartesian coordinates (Å):
C (-0.67724, -2.24853, 0.00828)  -0.0726
C (-0.68530, -0.95292, -0.85299)  -0.1711
C (0.53236, -0.12433, -0.48532)  -0.2258
C (1.65921, -0.47568, 0.12504)  -0.1038
N (2.30164, 0.42164, 1.05774)  0.0402
N (0.27316, 1.33579, -0.54178)  0.2009
H (-0.72905, -2.12089, 1.08473)  0.0845
H (0.18837, -2.75806, -0.40545)  0.0771
H (-1.57208, -2.85416, -0.17229)  0.0830
H (-0.72051, -1.27852, -1.89571)  0.1189
H (-1.52046, -0.25161, -0.77493)  0.0988
H (2.07904, -1.45032, -0.06398)  0.1264
H (2.58418, -0.14156, 1.85088)  0.0939
H (3.07190, 0.96695, 0.69174)  0.0892
H (0.11269, 1.69335, -1.48417)  0.1769
H (-0.54494, 1.69639, 0.01355)  0.1157
H (0.98553, 1.94531, -0.12351)  0.1562
H (-2.26285, 2.93880, 0.74949)  0.0779
H (-2.92327, 1.67688, 0.36983)  0.0641
O (-2.15239, 1.98147, 0.84883)  -0.0304

Forces on atoms 1 to 3 (eV/Å):
-1.188 0.417 -0.985
0.612 -0.203 -0.086
-0.225 0.378 0.005



No. 2
Below is a 2-piece molecular cluster, C4H13N2O overall, with properties calculated with wB97M-V/def2-TZVPD.

Properties
HOMO energy in eV: -14.39
Net charge: +1

Last column: Löwdin charge in e.
Cartesian coordinates (Å):
C (-2.21938, 1.56008, -0.70964)  -0.0600
C (-1.12272, -1.71064, 0.07014)  -0.0204
C (-1.49373, 0.70306, 0.41269)  -0.1758
C (3.23145, -0.28690, 0.44754)  -0.3880
N (4.19087, 0.28661, -0.24554)  0.1616
N (-0.66000, -0.32007, -0.30856)  -0.0303
O (2.05439, -0.27428, 0.16444)  -0.0046
H (-3.25337, 1.93342, -0.33122)  0.1166
H (-1.74487, 2.49949, -1.02312)  0.0805
H (-2.36895, 0.85079, -1.49915)  0.0521
H (-1.26070, -1.64451, 1.13705)  0.0844
H (-2.07652, -2.10459, -0.33984)  0.1170
H (-0.33594, -2.47733, -0.10630)  0.1118
H (-2.28464, 0.28785, 1.05937)  0.1220
H (-0.81486, 1.38750, 1.02326)  0.1480
H (3.57732, -0.91577, 1.18870)  0.1164
H (5.10156, 0.32778, 0.25041)  0.1413
H (3.86945, 1.15330, -0.66466)  0.1276
H (-0.91887, -0.30868, -1.34970)  0.1834
H (0.39190, -0.23215, -0.07064)  0.1164

Forces on atoms 1 to 3 (eV/Å):
-1.481 0.679 2.269
0.712 -1.191 0.980
-0.006 2.993 -0.597



No. 3
Below is a 2-piece molecular cluster, C4H13N2O overall, with properties calculated with wB97M-V/def2-TZVPD.

Properties
HOMO energy in eV: -13.14
Net charge: +1

Last column: Löwdin charge in e.
Cartesian coordinates (Å):
C (0.76712, 1.05444, -0.05246)  -0.1472
C (-0.06621, 0.40258, -1.14999)  -0.1265
C (-0.06383, -1.10705, -1.32924)  -0.3373
C (0.20038, -1.82154, -2.43067)  0.0904
N (-0.39063, -1.72094, -0.02330)  0.0619
N (0.72395, 0.22290, 1.21352)  0.0529
H (0.50057, 2.05107, 0.28330)  0.1102
H (1.85621, 1.12007, -0.15072)  0.1311
H (-1.13695, 0.69430, -1.05170)  0.1381
H (0.37183, 0.68307, -2.14542)  0.1372
H (0.03257, -1.32277, -3.41693)  0.1006
H (0.41972, -2.86939, -2.37408)  0.0667
H (-1.83295, 2.22640, 2.67027)  0.0673
H (-1.35216, -1.69056, 0.24224)  0.1128
H (-0.25899, -2.72178, -0.13544)  0.1189
H (1.47968, 0.61587, 1.89667)  0.2042
H (0.24281, -0.76363, 0.93122)  0.0967
H (-0.05962, 0.38763, 1.86510)  0.1067
H (-0.39328, 2.63272, 3.20559)  0.0595
O (-0.89300, 2.30025, 2.45623)  -0.0443

Forces on atoms 1 to 3 (eV/Å):
0.768 -0.611 1.823
-0.327 0.105 -2.424
-0.277 -0.075 1.535



No. 4
Below is a 2-piece molecular cluster, C4H13N2O overall, with properties calculated with wB97M-V/def2-TZVPD.

Properties
HOMO energy in eV: -12.30
Net charge: +1

Last column: Löwdin charge in e.
Cartesian coordinates (Å):
C (-0.10617, 1.90355, 1.80062)  -0.2739
C (0.90141, 0.74732, 1.45902)  -0.1539
C (0.68703, 0.53524, -0.04902)  -0.0629
C (-0.29064, -0.33446, -0.33423)  -0.0924
N (-0.39569, -0.91028, -1.70453)  0.1943
N (-0.01600, 3.02321, 0.84372)  0.0009
H (0.01205, 2.09326, 2.88302)  0.1142
H (-1.16182, 1.62872, 1.81718)  0.1047
H (0.60858, -0.12892, 2.04470)  0.1108
H (1.91079, 1.07109, 1.71466)  0.1163
H (1.03359, 1.27445, -0.78917)  0.1302
H (-1.06991, -0.73476, 0.28667)  0.1303
H (0.36873, -0.47795, -2.22988)  0.1647
H (-0.28978, -1.92516, -1.77663)  0.1186
H (-1.25808, -0.53812, -2.10256)  0.1701
H (-0.85123, 3.13322, 0.29314)  0.0716
H (0.52578, 3.81500, 1.17341)  0.0835
H (-0.89148, -4.49568, -2.08153)  0.0600
H (-0.36903, -4.64695, -0.71734)  0.0692
O (-0.36223, -3.99814, -1.44264)  -0.0563

Forces on atoms 1 to 3 (eV/Å):
0.011 0.257 0.554
-1.733 1.450 -0.934
-1.218 -0.565 1.290



For reference, relative energy (zero: lowest compared OMol25 entry of this formula, charge and spin) by record: 55.32; 38.47; 68.35; 67.09 kcal/mol.